This record from the Open Molecules 2025 dataset describes a structure of composition C18H23IN7O2Sr. The level of theory is ωB97M-V/def2-TZVPD.

Properties
E_tot = -1561.720702 a.u.
Molar mass = 584.0 g mol⁻¹
Energy above the lowest of the compared OMol25 structures with the same formula, charge and spin = 1.2496 eV
Kohn-Sham gap (spin up / spin down) = 6.70 / 6.70 eV
HOMO level (spin up / spin down) = -9.64 / -9.64 eV

ORCA input file:
```
! RIJCOSX wB97M-V def2-TZVPD def2/J DEFGRID3
* xyz 1 1
Sr -0.63312 -0.51934 -0.65991
C 1.21695 2.94124 1.06619
C 1.99430 1.69775 1.26526
N 3.29302 1.78700 1.44028
C 3.96518 0.64856 1.63355
C 3.53521 -0.64221 1.40810
C 4.64260 -1.73573 1.48832
O 4.22806 -2.83251 2.26092
C 2.13550 -0.84142 1.17936
C 1.63810 -2.18011 1.08951
N 0.34767 -2.51524 1.03565
C -0.26153 -3.52724 1.74165
C 0.38868 -4.08797 2.87051
C -0.20149 -4.92096 3.84009
C -1.60999 -5.11325 3.70100
C -2.24273 -4.68465 2.51505
C -1.63321 -3.93497 1.52876
I -2.74994 -3.14523 -0.30125
C 1.29333 0.39245 1.42529
O 0.00363 0.39949 1.47545
H 1.82730 3.82268 1.32307
H 0.38263 2.82598 1.76133
H 0.83421 3.04067 0.04253
H 4.97765 0.92244 1.98497
H 5.44608 -1.15469 2.02529
H 4.95525 -1.97856 0.46427
H 4.88642 -3.53244 2.18547
H 2.35774 -3.00213 1.08571
H 1.44634 -3.78302 2.93640
H 0.31519 -5.41799 4.66671
H -2.23460 -5.59502 4.45900
H -3.27643 -4.92001 2.40047
C -3.37495 4.13373 -3.29743
N -3.42271 2.78432 -2.84514
C -4.73625 2.20118 -2.50708
C -2.32409 2.07698 -2.55520
N -2.33614 0.97001 -1.84215
N -1.11811 2.60526 -2.97782
C 0.13692 2.00736 -2.99367
N 1.13498 2.90226 -3.31899
N 0.42720 0.77668 -2.55374
H -3.16098 4.30526 -4.36378
H -2.75902 4.74289 -2.61317
H -4.39165 4.47289 -3.12336
H -4.76449 1.12112 -2.64548
H -5.50034 2.70624 -3.13518
H -4.99526 2.44446 -1.46937
H -3.27404 0.99183 -1.28714
H -1.19332 3.32263 -3.72820
H 0.87896 3.68393 -3.87056
H 2.10274 2.64216 -3.40869
H 1.40253 0.69527 -2.80287
*
```

This record from the Open Molecules 2025 dataset describes a structure of composition CH2O5S. The level of theory is ωB97M-V/def2-TZVPD.

Properties
E_tot = -813.653299 a.u.
Molar mass = 126.1 g mol⁻¹
Energy above the lowest of the compared OMol25 structures with the same formula, charge and spin = 0.4349 eV
Kohn-Sham gap = 11.82 eV
HOMO level = -11.36 eV

ORCA input file:
```
! RIJCOSX wB97M-V def2-TZVPD def2/J DEFGRID3
* xyz 0 1
C 1.24639 -0.81192 -0.11733
O -2.16220 -0.51589 0.45982
O -0.85215 1.35873 0.73417
O 0.13587 -0.95817 0.47597
O -0.76963 0.28809 -1.44837
O 1.60505 0.19935 -0.56668
S -1.03149 0.04653 -0.08775
H 2.02188 -1.65929 -0.03427
H -0.19371 2.05257 0.58444
*
```

This record from the Open Molecules 2025 dataset describes a structure of composition C2H5NO. The level of theory is ωB97M-V/def2-TZVPD.

Properties
E_tot = -209.048547 a.u.
Molar mass = 59.1 g mol⁻¹
Energy above the lowest of the compared OMol25 structures with the same formula, charge and spin = 4.7288 eV
Kohn-Sham gap = 9.31 eV
HOMO level = -8.67 eV

ORCA input file:
```
! RIJCOSX wB97M-V def2-TZVPD def2/J DEFGRID3
* xyz 0 1
C 1.09227 -1.07269 -0.30639
N -0.22413 0.25797 -0.52722
C -0.65034 0.95705 0.59844
O 0.09361 1.39683 1.43439
H 1.12949 -0.98886 0.79021
H 0.43878 -1.92661 -0.54279
H 0.78431 0.32644 -0.88386
H -0.91404 0.00452 -1.22259
H -1.74995 1.04534 0.65981
*
```

This record from the Open Molecules 2025 dataset describes a structure of composition C9H17I2N3O2Yb. The level of theory is ωB97M-V/def2-TZVPD.

Properties
E_tot = -2421.214325 a.u.
Molar mass = 626.1 g mol⁻¹
Kohn-Sham gap = 4.24 eV
HOMO level = -14.16 eV

ORCA input file:
```
! RIJCOSX wB97M-V def2-TZVPD def2/J DEFGRID3
* xyz 2 1
C -2.92045 -0.04511 1.17464
C -1.99622 -1.25559 1.14661
C -1.37573 -1.47555 -0.24079
N 0.07224 -1.63336 -0.23375
N 0.72433 -0.50938 -0.77554
C 0.58305 -0.43180 -2.19906
O 0.51121 -1.36567 -2.96027
O 0.37953 0.87243 -2.66365
C -0.66837 1.46607 -1.97674
C -0.23946 2.20759 -0.75952
N -1.01754 2.87830 -0.00544
C 2.12043 -0.41473 -0.34531
I 3.30594 -2.00614 -1.19622
C 2.31997 -0.48829 1.16037
C 3.75885 -0.23433 1.56956
I 1.14683 0.99143 2.23312
H -3.36680 0.05473 2.15314
H -2.33142 0.86371 0.99032
H -3.70522 -0.14730 0.43309
H -1.20659 -1.16016 1.87343
H -2.56393 -2.13160 1.42793
H -1.82733 -2.34789 -0.68973
H -1.66509 -0.63001 -0.85446
H 0.36724 -2.49914 -0.66920
H -1.16253 2.18494 -2.62516
H -1.41488 0.73017 -1.69244
H 0.79766 2.13804 -0.49185
H -1.96700 2.75074 -0.42511
H 2.50372 0.53240 -0.70434
H 1.96270 -1.43088 1.53446
H 4.39770 -1.04093 1.24731
H 3.81497 -0.18384 2.64474
H 4.10692 0.68794 1.12682
Yb -3.44474 3.07319 0.79308
*
```

This record from the Open Molecules 2025 dataset describes a cluster of 2 separate species, C4H8O2 in total. The level of theory is ωB97M-V/def2-TZVPD.

Properties
E_tot = -307.620531 a.u.
Molar mass = 88.1 g mol⁻¹
Energy above the lowest of the compared OMol25 structures with the same formula, charge and spin = 2.5007 eV
Kohn-Sham gap = 9.96 eV
HOMO level = -9.23 eV
SMILES string = C=CO.C=CO

ORCA input file:
```
! RIJCOSX wB97M-V def2-TZVPD def2/J DEFGRID3
* xyz 0 1
C -3.10727 -2.08128 1.08697
C -1.79346 -2.19212 1.21566
O -0.85101 -1.55813 0.46438
H -3.74074 -2.64049 1.76036
H -3.66386 -1.51471 0.33287
H -1.36606 -2.83090 1.95848
H -1.30648 -1.02233 -0.19754
C 3.14652 2.13585 -0.87715
C 1.84476 2.32863 -0.87671
O 0.90133 1.45707 -1.33243
H 3.77741 2.91674 -0.47326
H 3.63794 1.23664 -1.21758
H 1.36689 3.24567 -0.52781
H 1.15403 0.51936 -1.31625
*
```

This record from the Open Molecules 2025 dataset describes a cluster of 2 separate species, C26H32BN2O4S in total. The level of theory is ωB97M-V/def2-TZVPD.

Properties
E_tot = -1842.704807 a.u.
Molar mass = 479.4 g mol⁻¹
Kohn-Sham gap = 0.79 eV
HOMO level = -7.17 eV

ORCA input file:
```
! RIJCOSX wB97M-V def2-TZVPD def2/J DEFGRID3
* xyz 1 1
C -1.81796 2.64570 1.64781
C -1.63577 1.41763 1.18582
C -1.56811 -0.18938 0.90987
C -1.27579 -0.48483 -0.64707
O -0.75301 -0.89503 1.91112
B -1.42989 -0.50888 3.16529
C -1.42917 -1.59666 4.43437
C -2.78753 -1.25028 5.28472
C -2.84192 0.19965 5.97073
C -4.15647 0.60528 6.77137
C -5.33194 -0.44498 6.84513
C -5.25782 -1.87685 6.16964
C -3.95504 -2.30523 5.35517
C -3.92015 -3.74642 4.63767
O -2.89107 -0.50291 2.80905
C -3.01610 -0.77166 1.36358
S -4.58271 0.16017 0.95413
C -4.55836 1.04520 -0.67689
O -4.82557 1.16416 2.05650
O -5.69224 -0.90273 0.84505
H -1.80978 3.61996 2.27449
H -0.19536 -0.81381 -0.88603
H -2.03383 -1.28930 -1.00228
H -1.46764 0.49941 -1.23556
H -1.03099 0.47051 3.70928
H -1.49138 -2.69738 4.05474
H -0.55134 -1.42766 5.17101
H -1.92835 0.89074 5.82923
H -4.20994 1.65085 7.24998
H -6.27771 -0.12906 7.42608
H -6.14079 -2.63582 6.21342
H -4.62608 -4.45660 5.23913
H -2.86336 -4.22902 4.70031
H -4.31726 -3.74307 3.55370
H -3.22853 -1.90076 1.31791
H -3.93759 2.02983 -0.60935
H -4.25885 0.39651 -1.57827
H -5.65862 1.38196 -0.87878
C 1.95589 -2.30560 -0.77548
N 2.63137 -1.36493 -1.69329
C 3.86107 -0.91084 -1.38039
C 4.54046 -0.05725 -2.24127
C 3.95811 0.33579 -3.44721
C 2.67368 -0.13784 -3.72381
C 2.02765 -0.98501 -2.83421
C 4.66698 1.19505 -4.41553
C 4.89856 0.75566 -5.72127
C 5.52092 1.58401 -6.64421
N 5.90775 2.82648 -6.29610
C 5.72350 3.27653 -5.03785
C 5.10869 2.47691 -4.08266
C 6.52494 3.71983 -7.29842
H 1.88821 -1.83000 0.20516
H 2.55859 -3.21510 -0.73205
H 0.95854 -2.53648 -1.14845
H 4.29467 -1.24732 -0.44409
H 5.53818 0.27554 -1.96674
H 2.15882 0.14969 -4.63676
H 1.03220 -1.36768 -3.03351
H 4.59776 -0.24054 -6.03515
H 5.70452 1.26261 -7.66432
H 6.06134 4.28326 -4.81476
H 4.95799 2.87882 -3.08431
H 7.50073 4.02902 -6.92153
H 5.86224 4.57774 -7.42810
H 6.64065 3.19244 -8.24574
*
```

molar mass of number 6 (C26H32BN2O4S)? 479.4 g mol⁻¹